No. 1
Density functional theory data (ωB97M-V with the def2-TZVPD basis set) for a single C5H4O2 molecule.

Results
- E_HOMO (Ha) = -0.345
- total energy (Ha) = -343.3038
- multiplicity = 1
- SMILES string = C=C/C=C1/OC1=O
- F_max (eV Å⁻¹) = 0.78
- orbital gap (eV) = 9.3555
- lowest unoccupied orbital energy (Ha) = -0.0010

Each line ends with the Mulliken charge.
Atoms and positions in Å:
C (-1.53, -0.79, -0.23)  -0.761
C (-0.31, -1.33, -0.26)  0.033
C (0.91, -0.65, 0.20)  -0.422
C (0.97, 0.67, 0.25)  0.192
O (1.87, 1.71, 0.62)  -0.411
C (0.62, 2.03, 0.13)  0.711
O (-0.02, 2.99, -0.10)  -0.459
H (-1.71, 0.20, 0.18)  0.206
H (-2.39, -1.32, -0.63)  0.251
H (-0.17, -2.33, -0.66)  0.297
H (1.79, -1.23, 0.49)  0.364


No. 2
Density functional theory data (ωB97M-V with the def2-TZVPD basis set) for 2 unconnected molecules or ions with the total composition C5H4O2.

Results
- E_HOMO (Ha) = -0.357
- total energy (Ha) = -343.2337
- multiplicity = 1
- SMILES string = O=c1c#ccco1.[H][H]
- F_max (eV Å⁻¹) = 0.62
- orbital gap (eV) = 9.0614
- lowest unoccupied orbital energy (Ha) = -0.0236

Each line ends with the Mulliken charge.
Atoms and positions in Å:
O (-0.38, 0.86, -2.02)  -0.484
C (-0.14, 0.34, -0.98)  0.678
C (-0.90, -0.11, 0.15)  0.090
C (-0.44, -0.63, 1.15)  -0.183
C (0.89, -0.95, 1.49)  -0.409
C (1.67, -0.54, 0.44)  -0.134
O (1.23, 0.04, -0.68)  -0.297
H (1.29, -1.42, 2.37)  0.379
H (2.75, -0.66, 0.43)  0.383
H (-2.63, 1.57, -1.26)  -0.190
H (-3.35, 1.49, -1.08)  0.166


No. 3
Density functional theory data (ωB97M-V with the def2-TZVPD basis set) for a single C5H4O2 molecule.

Results
- E_HOMO (Ha) = -0.338
- total energy (Ha) = -343.3921
- multiplicity = 1
- SMILES string = O=c1cccco1
- F_max (eV Å⁻¹) = 0.49
- orbital gap (eV) = 9.3837
- lowest unoccupied orbital energy (Ha) = 0.0073

Each line ends with the Mulliken charge.
Atoms and positions in Å:
O (-1.15, 1.53, -1.95)  -0.569
C (-0.64, 0.88, -1.07)  0.470
C (-1.11, -0.38, -0.52)  -0.435
C (-0.39, -1.06, 0.40)  -0.064
C (0.84, -0.52, 0.89)  -0.419
C (1.22, 0.69, 0.44)  -0.164
O (0.53, 1.38, -0.49)  -0.271
H (-2.07, -0.74, -0.90)  0.347
H (-0.76, -2.00, 0.80)  0.380
H (1.45, -1.04, 1.62)  0.348
H (2.08, 1.25, 0.80)  0.376


No. 4
Density functional theory data (ωB97M-V with the def2-TZVPD basis set) for a molecular structure, C5H4O2.

Results
- E_HOMO (Ha) = -0.291
- total energy (Ha) = -343.2466
- multiplicity = 1
- F_max (eV Å⁻¹) = 0.99
- orbital gap (eV) = 7.6477
- lowest unoccupied orbital energy (Ha) = -0.0100

Each line ends with the Mulliken charge.
Atoms and positions in Å:
O (2.27, -1.63, -0.01)  -0.390
C (1.52, -0.74, 0.01)  0.726
O (-0.12, -1.48, 0.22)  -0.373
C (-1.14, -0.80, 0.14)  0.198
C (-1.10, 0.65, -0.18)  -0.398
C (0.19, 1.35, -0.43)  -0.567
C (1.33, 0.64, -0.08)  -0.576
H (-2.08, -1.33, 0.36)  0.384
H (-1.97, 0.96, -0.76)  0.390
H (-1.20, 1.24, 0.75)  0.282
H (2.29, 1.15, -0.02)  0.325


No. 5
Density functional theory data (ωB97M-V with the def2-TZVPD basis set) for 2 unconnected molecules or ions with the total composition C5H4O2.

Results
- E_HOMO (Ha) = -0.377
- total energy (Ha) = -343.2059
- multiplicity = 1
- SMILES string = O=C1C#CCC1=O.[H][H]
- F_max (eV Å⁻¹) = 0.89
- orbital gap (eV) = 9.3026
- lowest unoccupied orbital energy (Ha) = -0.0351

Each line ends with the Mulliken charge.
Atoms and positions in Å:
O (1.90, 1.23, 0.31)  -0.441
C (0.90, 0.62, 0.13)  0.642
C (0.50, -0.79, 0.04)  -0.153
C (-0.70, -0.98, -0.14)  -0.398
C (-1.64, 0.14, -0.28)  -0.195
C (-0.57, 1.32, -0.10)  0.391
O (-0.77, 2.49, -0.13)  -0.441
H (-2.40, 0.21, 0.50)  0.279
H (-2.12, 0.22, -1.26)  0.278
H (2.43, -2.23, 0.09)  -0.013
H (2.46, -2.25, 0.83)  0.051


No. 6
Density functional theory data (ωB97M-V with the def2-TZVPD basis set) for a molecular structure, C5H4O2.

Results
- E_HOMO (Ha) = -0.302
- total energy (Ha) = -343.1505
- multiplicity = 1
- F_max (eV Å⁻¹) = 4.28
- orbital gap (eV) = 7.5968
- lowest unoccupied orbital energy (Ha) = -0.0226

Each line ends with the Mulliken charge.
Atoms and positions in Å:
C (-0.25, 0.05, 1.23)  -0.400
C (-0.74, 1.22, 0.67)  -0.329
C (-0.22, -0.96, 0.38)  -0.187
C (-0.94, -0.14, -1.19)  -0.332
C (0.39, -1.03, -0.88)  0.429
O (-1.02, 1.03, -0.69)  -0.151
O (1.67, -0.59, -1.01)  -0.543
H (0.07, -0.01, 2.27)  0.353
H (-1.17, 2.06, 1.19)  0.415
H (0.36, -1.95, -1.46)  0.359
H (1.84, 0.34, -0.52)  0.385